{
  "formula": "C9H14",
  "method": "ωB97M-V/def2-TZVPD",
  "total_energy_ev": -9558.864,
  "spin_multiplicity": 1,
  "smiles": "Cc1ccccc1.CC",
  "homo_lumo_gap_ev": 9.856,
  "total_charge": 0,
  "species": ["C", "C", "C", "C", "C", "C", "C", "H", "H", "H", "H", "H", "H", "H", "H", "C", "C", "H", "H", "H", "H", "H", "H"],
  "positions_angstrom": [[2.14457, -0.19967, -0.05601], [1.00300, 0.57887, -0.69754], [-0.30353, 0.19131, -0.70516], [-1.24681, 0.88334, -1.45534], [-0.86794, 2.06461, -2.06959], [0.47291, 2.58364, -2.01553], [1.38082, 1.69141, -1.49843], [3.09042, 0.31900, -0.22898], [2.26616, -1.09050, -0.68991], [1.82020, -0.49183, 0.94389], [-0.60622, -0.62058, 0.00312], [-2.32563, 0.63709, -1.43662], [-1.52978, 2.66290, -2.67258], [0.68784, 3.59525, -2.31073], [2.50777, 1.87244, -1.55069], [-1.45779, -2.17955, 1.50359], [-0.59546, -1.44944, 2.52169], [-1.61384, -3.21673, 1.80794], [-2.43041, -1.61993, 1.42101], [-1.14354, -2.22099, 0.46709], [0.47980, -1.42563, 2.28716], [-0.65909, -2.01104, 3.50157], [-1.07346, -0.55397, 2.93003]]
}